No. 1
Below is 3 unconnected molecules or ions with the total composition C5H13NO2 at a distorted geometry, with properties calculated with ωB97M-V/def2-TZVPD.

XYZ file:
```
21
Properties=species:S:1:pos:R:3:forces:R:3:mulliken_charge:R:1
C -0.05404 -1.33977 -3.43258 0.828 -0.537 1.079 -0.819
C 0.13066 -1.59219 -2.13511 0.191 0.704 0.499 0.108
N -0.60449 -1.03916 -1.08152 0.098 0.496 -0.104 -0.336
C -0.02189 -1.02475 0.26170 -0.023 -0.991 0.115 -0.421
C 0.19365 -2.95700 1.86019 -0.831 -0.211 -0.626 -0.744
C 0.53705 -2.35538 0.73322 0.861 1.104 -0.059 -0.120
H -0.78879 -0.61390 -3.72133 -0.233 -0.038 -0.645 0.318
H 0.65431 -1.87396 -4.05287 -0.425 0.428 -0.629 0.252
H 0.97874 -2.17630 -1.80164 -0.208 -0.487 -0.193 0.087
H -0.88987 -0.08752 -1.30637 -0.358 -0.381 -0.035 0.288
H -0.81037 -0.72933 0.95196 0.114 0.315 0.021 0.416
H 0.84611 -0.35695 0.31385 -0.198 0.392 0.134 0.224
H 0.67305 -3.86019 2.20684 0.151 0.085 0.150 0.274
H -0.72961 -2.63831 2.34049 0.224 -0.086 0.237 0.234
H 1.48066 -2.56567 0.22943 -0.213 -0.681 0.090 0.246
H 1.00647 3.08957 -2.32426 0.244 -0.196 -0.029 0.307
H 0.67601 1.56073 -2.27770 0.372 0.066 -0.148 0.323
O 0.30246 2.44434 -2.24180 -0.593 0.017 0.142 -0.636
H -0.39105 4.91359 5.86740 0.058 0.205 0.148 0.319
H -0.83321 4.87852 4.44103 -0.037 0.205 -0.159 0.319
O -0.57786 5.50334 5.12880 -0.021 -0.410 0.010 -0.638
```
Forces are in eV/Å.

The calculation puts the HOMO energy at -8.355 eV. The calculation puts the total energy at -403.4683 Ha. The calculation puts the HOMO-LUMO gap at 9.02 eV. Its structure (SMILES) is C=CCNC=C.O.O.



No. 2
Below is 3 unconnected molecules or ions with the total composition C5H13NO2 at a distorted geometry, with properties calculated with ωB97M-V/def2-TZVPD.

XYZ file:
```
21
Properties=species:S:1:pos:R:3:forces:R:3:mulliken_charge:R:1
N -1.27735 1.43749 -1.10618 1.765 -1.064 0.478 -0.394
C -1.29878 1.27947 0.27656 -1.877 0.517 -0.338 0.536
C -2.37287 1.55725 1.02145 -0.781 0.065 1.636 -1.092
C 1.89779 -0.42146 1.56731 0.082 -0.666 0.770 -1.305
C 0.48557 -0.31258 1.06033 0.390 1.417 0.568 0.327
C 0.00119 0.91863 0.88771 -1.307 0.093 0.760 -0.802
H -0.31561 1.39781 -1.42488 -0.574 0.221 -0.577 0.211
H -1.98359 1.86992 -1.66258 -0.173 0.253 0.191 0.193
H -3.39167 1.87203 0.81766 0.292 0.069 -1.360 0.294
H -2.37791 1.52469 2.10948 0.877 -0.453 -0.048 0.259
H 2.01135 -0.41750 2.65556 -0.476 -0.169 0.177 0.325
H 2.51777 0.41890 1.26852 -0.020 -0.138 -0.499 0.347
H 2.32471 -1.37706 1.25936 0.283 0.193 -0.235 0.309
H -0.15057 -1.18219 0.95845 0.281 -0.121 -0.799 0.445
H 0.29811 1.77181 1.50625 1.266 -0.140 -0.717 0.350
H -0.28849 -4.03574 -0.80968 -0.678 0.725 0.483 0.301
H 0.61785 -3.58848 0.22359 0.024 0.457 0.536 0.308
O -0.28725 -3.40183 -0.05641 0.658 -1.239 -1.024 -0.609
H 2.71461 -0.08129 -3.17464 -0.859 0.082 -0.199 0.292
H 1.10907 0.13647 -3.06418 0.558 -0.252 -0.448 0.320
O 1.95900 0.13985 -2.61079 0.267 0.147 0.645 -0.616
```
Forces are in eV/Å.

The calculation puts the HOMO energy at -7.586 eV. The calculation puts the total energy at -403.4606 Ha. The calculation puts the HOMO-LUMO gap at 8.17 eV. Its structure (SMILES) is C=C(N)/C=C/C.O.O.



No. 3
Below is a molecular structure, C5H13NO3 at a distorted geometry, with properties calculated with ωB97M-V/def2-TZVPD.

XYZ file:
```
22
Properties=species:S:1:pos:R:3:forces:R:3:mulliken_charge:R:1
C -1.31421 -0.32805 -0.44965 0.537 1.281 1.010 0.623
C -2.61664 0.39008 -0.16579 0.072 0.023 -0.070 -1.542
C -0.10313 0.69229 0.61890 -4.392 -0.345 -0.824 0.801
N -1.41408 -1.71243 -0.14194 0.333 0.219 -0.047 -0.671
O -0.85884 -0.12625 -1.76538 0.245 -0.080 0.167 -0.546
O 0.14944 1.84395 -0.05465 0.726 -0.238 0.035 -0.502
O -0.31450 0.66837 1.80694 0.913 -0.093 -0.371 -0.637
H -1.39633 -0.65077 -2.37538 0.014 0.012 0.136 0.361
H 0.17112 1.65495 -1.00626 -0.083 -0.091 0.110 0.401
H -1.73633 -1.86338 0.80584 -0.012 0.041 -0.003 0.260
H -0.53797 -2.20356 -0.28045 0.038 -0.011 0.017 0.251
H -2.83285 0.36966 0.90122 -0.053 -0.024 -0.002 0.377
H -2.54766 1.42679 -0.48829 0.061 0.026 0.061 0.311
H -3.42947 -0.08524 -0.72124 0.007 -0.064 0.065 0.438
C 2.87035 0.44836 0.85062 -0.571 0.340 0.239 -0.967
C 1.94981 -0.42448 0.03528 -2.422 -0.917 -0.860 -0.544
H 2.68881 1.51133 0.69429 -0.174 0.014 -0.030 0.297
H 3.90953 0.28096 0.55350 -0.117 -0.232 0.059 0.367
H 2.75625 0.25312 1.91714 0.111 -0.030 -0.013 0.273
H 1.96938 -0.22154 -1.03408 0.439 -0.108 -0.084 0.303
H 2.09376 -1.48738 0.22627 0.215 -0.022 -0.101 0.306
H 0.54356 -0.43678 0.07312 4.113 0.299 0.506 0.038
```
Forces are in eV/Å.

The calculation puts the HOMO energy at -8.292 eV. The calculation puts the total energy at -478.6888 Ha. The calculation puts the HOMO-LUMO gap at 8.92 eV.



The records above yield energy relative to the best compared isomer or geometry (same formula, charge and spin) values of 284.3; 304.5; 332.5 kJ/mol, respectively.